An isolated molecule of C23H31N7 in a non-equilibrium geometry. Source: the OMol25 dataset; level of theory: ωB97M-V/def2-TZVPD.

Cartesian coordinates (Å):
1 C 6.541 0.617 0.454
2 C 5.291 0.082 -0.179
3 C 5.336 -1.119 -0.875
4 C 4.205 -1.609 -1.496
5 C 3.006 -0.932 -1.385
6 C 2.926 0.255 -0.661
7 C 4.093 0.791 -0.092
8 C 4.077 2.142 0.562
9 H 3.181 2.687 0.280
10 H 4.945 2.717 0.246
11 H 4.115 2.062 1.649
12 N 1.725 0.978 -0.523
13 C 0.691 0.862 -1.525
14 C -0.354 -0.225 -1.230
15 N -0.901 -0.022 0.102
16 C 0.173 -0.081 1.077
17 C 1.152 1.067 0.802
18 H 0.610 2.018 0.882
19 H 1.943 1.043 1.550
20 H 0.718 -1.040 1.037
21 H -0.248 0.035 2.080
22 C -2.035 -0.899 0.425
23 C -3.194 -0.558 -0.450
24 N -3.707 -1.347 -1.368
25 N -4.725 -0.697 -1.909
26 N -4.868 0.441 -1.379
27 N -3.930 0.590 -0.441
28 C -3.833 1.850 0.290
29 C -2.639 2.631 -0.262
30 H -1.729 2.048 -0.135
31 H -2.540 3.574 0.270
32 H -2.782 2.841 -1.320
33 C -5.131 2.622 0.045
34 H -5.284 2.786 -1.017
35 H -5.983 2.066 0.428
36 H -5.081 3.584 0.548
37 C -3.664 1.599 1.790
38 H -2.641 1.323 2.031
39 H -3.898 2.512 2.331
40 H -4.342 0.819 2.131
41 C -1.676 -2.372 0.391
42 C -1.576 -3.114 -0.781
43 C -1.143 -4.429 -0.698
44 N -0.812 -5.025 0.433
45 C -0.914 -4.324 1.548
46 C -1.334 -3.005 1.583
47 H -1.397 -2.481 2.526
48 H -0.642 -4.845 2.457
49 H -1.053 -5.036 -1.589
50 H -1.860 -2.693 -1.730
51 H -2.316 -0.660 1.458
52 H 0.106 -1.221 -1.320
53 H -1.163 -0.152 -1.961
54 H 0.177 1.831 -1.564
55 H 1.150 0.680 -2.497
56 H 2.130 -1.341 -1.863
57 H 4.248 -2.532 -2.056
58 H 6.267 -1.663 -0.942
59 H 7.339 -0.120 0.402
60 H 6.370 0.872 1.499
61 H 6.877 1.518 -0.059

Values from the calculation:
* lowest unoccupied orbital energy: 0.473 eV
* SMILES: Cc1cccc(N2CCN([C@H](c3ccncc3)c3nnnn3C(C)(C)C)CC2)c1C
* HOMO-LUMO gap: 8.45 eV
* ΔE to the lowest compared entry with this formula, charge and spin: 12.44 kJ/mol
* net charge: 0